(1)
101
Properties=species:S:1:pos:R:3 method="wB97M-V/def2-TZVPD" total_energy_ha=-6612.70173 charge=+1 homo_lumo_gap_ev=5.11
O 3.71 0.95 3.54
P 3.29 1.64 2.15
C 1.36 1.51 2.06
C 0.70 0.05 1.58
I 1.86 -1.71 0.99
C -0.95 0.11 1.62
C -1.75 1.45 2.08
P -3.66 1.44 2.14
S -4.22 2.95 3.24
N -0.97 2.66 2.44
N 0.38 2.58 2.41
Br 1.23 4.22 2.93
H 3.92 0.84 1.09
H 3.78 2.99 2.15
H -1.59 -0.85 1.34
H -4.10 0.24 2.85
H -4.25 1.43 0.81
F -3.85 -1.87 2.59
C -4.89 -2.61 3.00
C -4.76 -3.44 4.10
C -5.85 -4.20 4.53
C -7.05 -4.13 3.83
C -7.18 -3.30 2.72
C -6.10 -2.53 2.30
H -3.81 -3.48 4.63
H -5.75 -4.85 5.40
H -7.90 -4.73 4.16
H -8.12 -3.25 2.17
H -6.18 -1.87 1.44
F -1.16 10.28 -0.07
C -0.54 9.43 0.77
C 0.52 9.89 1.53
C 1.16 9.01 2.41
C 0.73 7.68 2.50
C -0.34 7.24 1.72
C -0.98 8.12 0.85
H 0.85 10.92 1.44
H 1.99 9.35 3.02
H 1.23 7.00 3.18
H -0.67 6.20 1.79
H -1.82 7.79 0.25
F 2.91 -4.08 -0.99
C 3.44 -3.69 -2.15
C 2.80 -4.02 -3.34
C 3.35 -3.61 -4.56
C 4.54 -2.88 -4.57
C 5.18 -2.56 -3.37
C 4.62 -2.96 -2.15
H 1.88 -4.60 -3.31
H 2.85 -3.86 -5.49
H 4.97 -2.57 -5.52
H 6.11 -1.99 -3.38
H 5.10 -2.71 -1.21
F -7.81 -6.04 6.57
C -7.32 -7.26 6.33
C -5.94 -7.47 6.37
C -5.43 -8.75 6.12
C -6.30 -9.80 5.82
C -7.68 -9.58 5.78
C -8.19 -8.31 6.04
H -5.28 -6.64 6.60
H -4.36 -8.92 6.16
H -5.91 -10.79 5.63
H -8.36 -10.40 5.55
H -9.26 -8.12 6.02
F 3.87 7.61 1.90
C 4.40 8.00 0.73
C 3.76 7.67 -0.46
C 4.31 8.08 -1.67
C 5.50 8.81 -1.68
C 6.14 9.14 -0.49
C 5.58 8.74 0.73
H 2.84 7.10 -0.43
H 3.81 7.83 -2.61
H 5.93 9.13 -2.63
H 7.07 9.70 -0.50
H 6.06 8.99 1.67
F 1.79 -5.34 -6.71
C 2.02 -6.65 -6.53
C 2.61 -7.09 -5.36
C 2.84 -8.45 -5.17
C 2.47 -9.36 -6.17
C 1.88 -8.91 -7.35
C 1.64 -7.55 -7.53
H 2.89 -6.37 -4.60
H 3.30 -8.81 -4.25
H 2.65 -10.43 -6.03
H 1.60 -9.62 -8.13
H 1.18 -7.18 -8.44
F 1.27 5.98 -1.85
C 1.45 5.14 -2.87
C 1.73 5.65 -4.14
C 1.92 4.77 -5.20
C 1.83 3.39 -4.99
C 1.55 2.89 -3.72
C 1.37 3.77 -2.65
H 1.78 6.72 -4.28
H 2.14 5.16 -6.19
H 1.98 2.71 -5.82
H 1.48 1.82 -3.56
H 1.16 3.40 -1.65

(2)
59
Properties=species:S:1:pos:R:3 method="wB97M-V/def2-TZVPD" total_energy_ha=-1693.04639 charge=-1 homo_lumo_gap_ev=6.44
Tl -0.30 -0.20 1.28
C -2.22 -3.91 -0.99
O -1.74 -2.93 -1.90
C -0.40 -2.62 -1.71
C 0.43 -2.73 -2.82
C 1.78 -2.41 -2.73
C 2.30 -2.04 -1.50
C 1.49 -1.94 -0.38
C 2.01 -1.51 0.92
N 3.02 -0.74 1.04
N 3.46 -0.39 2.25
C 2.67 0.30 3.03
O 1.47 0.68 2.75
C 3.27 0.74 4.33
C 4.64 0.75 4.55
C 5.15 1.28 5.73
C 4.30 1.78 6.71
C 2.92 1.74 6.50
C 2.42 1.22 5.32
C 0.08 -2.16 -0.46
O -0.71 -1.89 0.54
H -3.25 -4.12 -1.27
H -2.18 -3.54 0.04
H -1.63 -4.83 -1.07
H -0.02 -3.05 -3.75
H 2.41 -2.48 -3.60
H 3.36 -1.81 -1.38
H 1.48 -1.89 1.80
H 5.30 0.38 3.78
H 6.22 1.32 5.89
H 4.70 2.21 7.62
H 2.25 2.12 7.26
H 1.35 1.20 5.13
N 0.69 1.12 -1.02
C -0.58 1.02 -1.73
C -0.55 1.07 -3.26
C -1.93 1.40 -3.84
C -3.08 0.45 -3.47
N -3.39 0.20 -2.07
C -3.78 1.17 -1.17
N -4.49 0.65 -0.08
N -4.41 2.28 -1.75
C -1.43 2.17 -1.17
O -1.18 3.33 -1.44
O -2.42 1.81 -0.37
H 1.09 2.05 -1.06
H 1.37 0.45 -1.38
H -1.00 0.06 -1.44
H -0.20 0.10 -3.63
H 0.16 1.84 -3.59
H -1.87 1.40 -4.93
H -2.18 2.42 -3.55
H -2.87 -0.54 -3.90
H -3.99 0.83 -3.94
H -2.84 -0.53 -1.65
H -4.11 -0.24 0.22
H -4.49 1.28 0.71
H -3.80 2.78 -2.38
H -4.75 2.92 -1.04

(3)
17
Properties=species:S:1:pos:R:3 method="wB97M-V/def2-TZVPD" total_energy_ha=-326.71476 charge=0 homo_lumo_gap_ev=10.20 smiles="C=CC(C)(C#N)C=C"
C 0.26 -1.77 -0.37
C -0.09 -0.35 -0.14
C 0.06 -0.08 1.32
C -0.90 0.65 2.12
C 1.02 0.73 -0.66
C 0.76 1.59 -1.66
C -1.41 0.02 -0.81
H 0.48 -2.01 -1.40
H 1.06 -1.84 0.58
H -0.66 -2.42 -0.05
H 1.13 -0.68 1.64
H -1.85 0.71 1.65
H -0.72 0.98 3.14
H 2.07 0.75 -0.18
H 1.48 2.32 -1.72
H -0.17 1.64 -2.17
N -2.50 -0.23 -1.29

(4)
11
Properties=species:S:1:pos:R:3 method="wB97M-V/def2-TZVPD" total_energy_ha=-268.36175 charge=0 homo_lumo_gap_ev=10.30 smiles="O=CCCO"
O 0.53 0.38 -1.54
C 0.98 0.21 -0.20
C -0.23 0.33 0.72
C -1.36 -0.60 0.34
O -2.12 -1.09 1.14
H 1.10 -0.13 -2.12
H 1.72 0.97 0.05
H 1.45 -0.77 -0.07
H -0.62 1.36 0.65
H 0.05 0.16 1.76
H -1.45 -0.80 -0.74